Molecular formula: C19H22N5O6S2W
Method: DFT, wB97M-V/def2-TZVPD

The spin multiplicity is 3. The gap between HOMO and LUMO (spin up / spin down) comes out at 6.355 / 6.797 eV. The energy comes out at -2325.809186 Ha. The maximum force is 0.013 Eh/bohr. As for the energy above the lowest of the compared OMol25 structures with the same formula, charge and spin: 1.538 eV. Its HOMO energy (spin up / spin down) is -10.6434 / -11.3511 eV. The net charge is +1. The value obtained for the lowest unoccupied orbital energy (spin up / spin down) is -4.2883 / -4.5542 eV.

Geometry as XYZ:
```
55
Properties=species:S:1:pos:R:3:lowdin_charge:R:1
W -0.72 -1.20 0.08 1.514
C -4.12 -3.58 0.62 0.008
C -2.72 -3.18 0.33 -0.218
N -2.02 -2.45 1.15 -0.169
N -2.55 -2.15 2.38 0.013
C -2.28 -0.93 2.77 -0.788
N -2.68 -0.57 3.99 0.108
S -1.56 0.32 1.76 0.651
C -2.01 -3.60 -0.91 -0.196
C -2.55 -4.53 -1.79 0.029
C -1.81 -4.90 -2.90 -0.005
C -0.57 -4.32 -3.11 -0.010
C -0.11 -3.36 -2.22 -0.069
N -0.82 -3.01 -1.15 -0.030
H -4.65 -2.71 1.01 0.100
H -4.15 -4.33 1.41 0.113
H -4.63 -3.95 -0.26 0.078
H -3.13 -1.24 4.59 0.120
H -2.52 0.37 4.33 0.098
H -3.52 -4.97 -1.60 0.118
H -2.20 -5.63 -3.60 0.127
H 0.04 -4.59 -3.96 0.123
H 0.83 -2.86 -2.36 0.129
O 3.58 2.08 -2.88 0.133
C 2.71 1.29 -2.26 -0.281
C 3.04 0.54 -1.13 0.077
C 2.05 -0.18 -0.52 -0.189
N 0.80 -0.18 -1.00 -0.023
C 0.48 0.48 -2.12 -0.151
C 1.41 1.22 -2.79 0.116
C -0.98 0.31 -2.44 -0.511
O -1.50 0.68 -3.46 0.158
O -1.59 -0.31 -1.44 -0.207
C 2.15 -0.99 0.75 -0.519
O 3.15 -1.14 1.38 0.152
O 0.96 -1.51 1.03 -0.205
H 4.36 2.24 -2.34 0.139
H 4.03 0.56 -0.70 0.152
H 1.14 1.78 -3.68 0.152
C 0.42 5.28 0.28 -0.121
C 0.06 3.83 0.57 -0.391
S 1.50 2.76 0.84 0.883
O 2.55 3.19 -0.12 -0.496
C 2.00 3.36 2.47 -0.381
C 3.35 2.75 2.84 -0.129
H -0.48 5.83 0.01 0.082
H 1.12 5.33 -0.55 0.075
H 0.86 5.77 1.14 0.070
H -0.46 3.37 -0.27 0.079
H -0.58 3.71 1.45 0.085
H 1.21 3.05 3.16 0.093
H 2.05 4.45 2.45 0.087
H 3.29 1.66 2.86 0.071
H 3.66 3.09 3.82 0.081
H 4.11 3.04 2.11 0.073
```

---

Molecular formula: C22H34CaN2O6P2S4Te
Method: DFT, wB97M-V/def2-TZVPD

The gap between HOMO and LUMO comes out at 8.174 eV. The energy comes out at -4640.956399 Ha. The maximum force is 0.017 Eh/bohr. As for the energy above the lowest of the compared OMol25 structures with the same formula, charge and spin: 0.054 eV. Its HOMO energy is -7.9978 eV. The value obtained for the lowest unoccupied orbital energy is 0.1759 eV.

Geometry as XYZ:
```
72
Properties=species:S:1:pos:R:3:lowdin_charge:R:1
Ca -1.08 -0.33 -0.04 1.155
C 0.58 -1.29 3.65 -0.081
C -0.74 -0.62 3.51 -0.654
N -1.47 -0.68 2.43 0.006
C -2.67 -0.01 2.59 -0.340
C -2.83 0.59 3.80 -0.325
S -1.45 0.29 4.77 1.082
C -3.66 -0.08 1.50 -0.363
C -4.81 0.64 1.41 -0.321
S -5.68 0.13 0.04 1.113
C -4.46 -1.00 -0.34 -0.642
N -3.47 -1.02 0.51 0.013
C -4.49 -1.82 -1.59 -0.055
H 1.14 -1.19 2.72 0.031
H 0.43 -2.36 3.85 0.083
H 1.16 -0.87 4.47 0.075
H -3.67 1.16 4.15 0.081
H -5.15 1.44 2.05 0.086
H -5.46 -1.77 -2.08 0.077
H -4.27 -2.86 -1.36 0.076
H -3.73 -1.44 -2.27 0.078
C 3.54 -1.71 -1.48 -0.308
P 3.12 -1.37 0.26 0.781
C 4.49 -2.25 1.11 -0.306
C 3.75 0.36 0.38 -0.439
C 3.31 1.11 1.64 -0.439
P 1.53 1.51 1.52 0.849
C 1.28 2.48 3.06 -0.285
C 1.58 2.86 0.29 -0.275
H 3.52 -2.78 -1.66 0.030
H 4.52 -1.32 -1.75 0.047
H 2.78 -1.25 -2.13 0.009
H 5.47 -2.01 0.69 0.039
H 4.34 -3.33 1.04 0.030
H 4.49 -1.99 2.17 0.029
H 3.42 0.89 -0.51 0.066
H 4.85 0.32 0.32 0.078
H 3.88 2.04 1.76 0.079
H 3.50 0.54 2.56 0.069
H 1.99 3.31 3.13 0.041
H 1.41 1.83 3.93 0.020
H 0.27 2.88 3.09 0.038
H 2.39 3.56 0.50 0.049
H 0.63 3.40 0.31 0.034
H 1.70 2.45 -0.71 0.027
O -2.65 3.74 -0.72 -0.297
S -2.13 2.43 -1.03 0.462
O -3.07 1.42 -1.47 -0.331
O -1.34 1.87 0.09 -0.512
C -1.01 2.66 -2.44 -0.204
C -0.97 3.96 -2.91 -0.059
C -0.29 4.30 -4.08 -0.063
C 0.35 3.32 -4.80 -0.066
C 0.33 2.01 -4.34 -0.059
C -0.33 1.66 -3.16 -0.202
S 0.00 -0.05 -2.67 0.436
O -1.28 -0.69 -2.31 -0.472
O 0.72 -0.68 -3.73 -0.284
O 0.74 0.12 -1.40 -0.519
H -1.51 4.72 -2.36 0.106
H -0.29 5.33 -4.41 0.108
H 0.87 3.55 -5.72 0.107
H 0.86 1.23 -4.88 0.106
C -1.42 -4.24 -1.41 -0.441
Te 0.20 -3.23 -0.49 1.215
C 0.31 -4.51 1.20 -0.445
H -2.23 -4.34 -0.69 -0.002
H -1.10 -5.22 -1.75 -0.003
H -1.75 -3.64 -2.25 -0.005
H 0.43 -5.53 0.86 0.000
H -0.60 -4.41 1.80 0.001
H 1.18 -4.21 1.78 -0.015
```

---

Molecular formula: C38H107N9O11
Method: DFT, wB97M-V/def2-TZVPD

The gap between HOMO and LUMO comes out at 8.676 eV. The structure (SMILES) is COC[C@H](C)N.COC[C@H](C)N.COC[C@H](C)N.COC[C@H](C)N.COC[C@H](C)N.COC[C@H](C)N.COC[C@H](C)N.COC[C@H](C)N.COC[C@H](C)N.CO.CO. The energy comes out at -2832.277959 Ha. The maximum force is 0.032 Eh/bohr. As for the energy above the lowest of the compared OMol25 structures with the same formula, charge and spin: 0.133 eV. Its HOMO energy is -8.4379 eV. The value obtained for the lowest unoccupied orbital energy is 0.2380 eV.

Geometry as XYZ:
```
165
Properties=species:S:1:pos:R:3:lowdin_charge:R:1
C 7.36 -22.51 6.24 -0.098
O 6.31 -21.64 6.61 -0.200
C 6.41 -20.36 6.05 -0.222
C 5.37 -19.44 6.67 -0.408
C 3.94 -19.94 6.67 -0.051
N 5.43 -18.13 6.00 0.052
H 7.49 -22.53 5.15 0.087
H 7.09 -23.50 6.61 0.087
H 8.28 -22.20 6.75 0.088
H 7.40 -19.91 6.19 0.132
H 6.22 -20.39 4.96 0.119
H 5.64 -19.27 7.72 0.132
H 3.55 -20.16 5.67 0.067
H 3.26 -19.20 7.10 0.076
H 3.86 -20.85 7.27 0.081
H 4.52 -17.87 5.61 0.042
H 6.00 -18.15 5.15 0.046
C 6.61 -23.73 0.45 -0.120
O 5.82 -22.95 1.30 -0.200
C 5.22 -21.83 0.68 -0.205
C 3.93 -22.19 -0.06 -0.416
C 3.08 -20.95 -0.34 -0.071
N 3.09 -23.07 0.78 0.055
H 7.28 -24.31 1.09 0.088
H 7.28 -23.15 -0.19 0.088
H 6.05 -24.44 -0.18 0.088
H 4.99 -21.10 1.46 0.118
H 5.95 -21.33 0.03 0.123
H 4.08 -22.70 -1.02 0.134
H 3.62 -20.30 -1.04 0.077
H 2.91 -20.36 0.56 0.056
H 2.15 -21.18 -0.84 0.080
H 3.06 -22.60 1.69 0.040
H 3.57 -23.94 1.01 0.068
C 0.77 -11.84 4.08 -0.086
O 0.16 -13.00 4.62 -0.235
C -1.21 -12.84 4.95 -0.189
C -1.73 -14.09 5.68 -0.413
C -0.88 -14.45 6.88 -0.070
N -1.79 -15.24 4.76 0.045
H 0.54 -11.73 3.02 0.079
H 1.84 -12.01 4.18 0.078
H 0.49 -10.92 4.59 0.094
H -1.30 -11.93 5.57 0.126
H -1.81 -12.75 4.03 0.107
H -2.77 -13.92 5.99 0.137
H -1.23 -15.39 7.30 0.077
H -0.93 -13.68 7.66 0.081
H 0.17 -14.54 6.59 0.070
H -2.54 -15.11 4.10 0.061
H -0.94 -15.32 4.21 0.027
C 3.99 -22.68 4.32 -0.105
O 2.88 -22.08 3.69 -0.221
C 1.66 -22.35 4.35 -0.210
C 0.50 -22.22 3.38 -0.425
C 0.35 -20.79 2.87 -0.058
N -0.72 -22.55 4.14 0.022
H 4.91 -22.22 3.99 0.078
H 3.98 -23.76 4.09 0.097
H 3.96 -22.69 5.42 0.083
H 1.65 -23.35 4.80 0.125
H 1.51 -21.65 5.18 0.131
H 0.62 -22.93 2.57 0.134
H 0.42 -20.02 3.63 0.078
H -0.57 -20.70 2.30 0.072
H 1.15 -20.65 2.13 0.057
H -0.65 -23.43 4.66 0.066
H -1.45 -22.81 3.48 0.072
C -1.37 -17.50 1.75 -0.082
O -2.15 -17.57 0.56 -0.168
C -2.20 -16.38 -0.15 -0.256
C -3.24 -16.43 -1.26 -0.436
C -2.81 -17.34 -2.40 -0.060
N -3.57 -15.09 -1.80 0.035
H -1.85 -16.89 2.52 0.074
H -0.37 -17.14 1.53 0.070
H -1.35 -18.52 2.12 0.072
H -2.36 -15.52 0.53 0.116
H -1.22 -16.11 -0.61 0.114
H -4.15 -16.76 -0.76 0.142
H -3.39 -17.12 -3.29 0.076
H -2.90 -18.40 -2.16 0.079
H -1.76 -17.16 -2.64 0.078
H -2.75 -14.77 -2.33 0.066
H -3.55 -14.45 -1.01 0.050
C -2.49 -11.19 1.11 -0.098
O -1.20 -11.28 0.55 -0.173
C -0.78 -12.62 0.42 -0.233
C 0.63 -12.69 -0.12 -0.405
C 0.77 -12.12 -1.54 -0.051
N 1.04 -14.09 -0.13 0.047
H -2.47 -11.38 2.19 0.073
H -3.15 -11.95 0.69 0.085
H -2.85 -10.19 0.93 0.091
H -0.79 -13.09 1.42 0.112
H -1.46 -13.23 -0.20 0.112
H 1.29 -12.14 0.54 0.135
H 0.14 -12.61 -2.28 0.078
H 1.79 -12.29 -1.90 0.071
H 0.59 -11.04 -1.59 0.077
H 0.55 -14.65 -0.82 0.073
H 2.02 -14.19 -0.40 0.048
C 4.62 -11.59 2.24 -0.122
O 5.38 -12.17 3.27 -0.177
C 6.61 -12.68 2.78 -0.218
C 7.44 -13.14 3.95 -0.398
C 8.82 -13.60 3.48 -0.051
N 6.78 -14.36 4.51 0.056
H 4.43 -12.32 1.44 0.073
H 5.05 -10.68 1.81 0.093
H 3.65 -11.29 2.62 0.078
H 6.41 -13.52 2.10 0.118
H 7.13 -11.94 2.16 0.130
H 7.49 -12.35 4.70 0.143
H 9.46 -13.81 4.34 0.079
H 9.27 -12.79 2.90 0.080
H 8.74 -14.48 2.85 0.064
H 5.90 -14.05 4.92 0.059
H 7.34 -14.69 5.29 0.088
C 3.65 -18.44 3.11 -0.097
O 3.27 -17.54 4.13 -0.221
C 2.02 -16.92 3.95 -0.179
C 2.04 -15.92 2.82 -0.406
C 3.16 -14.89 3.01 -0.040
N 0.75 -15.19 2.73 0.048
H 2.91 -19.22 2.89 0.073
H 4.62 -18.87 3.35 0.072
H 3.84 -17.86 2.19 0.077
H 1.17 -17.61 3.86 0.118
H 1.84 -16.40 4.90 0.130
H 2.13 -16.42 1.85 0.126
H 2.96 -14.33 3.92 0.079
H 3.18 -14.17 2.19 0.056
H 4.18 -15.30 3.04 0.067
H 0.77 -14.76 1.80 0.027
H 0.66 -14.45 3.43 0.041
C 0.90 -15.66 9.66 -0.099
O 1.98 -15.03 8.98 -0.202
C 3.13 -15.84 8.95 -0.237
C 4.33 -15.01 8.49 -0.409
C 4.02 -14.43 7.08 -0.057
N 5.45 -15.94 8.43 0.037
H 0.70 -16.64 9.21 0.092
H 0.04 -15.02 9.55 0.072
H 1.22 -15.83 10.69 0.088
H 3.32 -16.26 9.95 0.125
H 3.02 -16.72 8.29 0.124
H 4.47 -14.18 9.18 0.137
H 4.05 -15.19 6.30 0.063
H 4.70 -13.60 6.90 0.067
H 2.99 -14.05 7.08 0.067
H 6.32 -15.53 8.11 0.061
H 5.21 -16.68 7.78 0.025
C 7.31 -16.90 1.91 -0.158
O 6.45 -16.96 3.03 -0.161
H 7.22 -15.97 1.35 0.062
H 8.36 -17.11 2.16 0.075
H 6.98 -17.74 1.29 0.076
H 6.43 -16.11 3.50 0.027
C 4.71 -15.33 -0.50 -0.134
O 3.78 -14.77 -1.43 -0.138
H 5.65 -15.56 -1.01 0.080
H 4.88 -14.57 0.25 0.057
H 4.32 -16.25 -0.07 0.079
H 3.64 -15.37 -2.17 0.084
```

---

Molecular formula: C4H4O2
Method: DFT, wB97M-V/def2-TZVPD

The gap between HOMO and LUMO comes out at 11.483 eV. The energy comes out at -305.232693 Ha. The maximum force is 0.016 Eh/bohr. As for the energy above the lowest of the compared OMol25 structures with the same formula, charge and spin: 1.273 eV. Its HOMO energy is -10.5678 eV. The value obtained for the lowest unoccupied orbital energy is 0.9154 eV.

Geometry as XYZ:
```
10
Properties=species:S:1:pos:R:3:lowdin_charge:R:1
O 2.32 -1.09 -0.06 0.153
C 1.32 -0.46 0.10 -0.444
O 1.17 0.92 0.14 0.053
C -0.24 0.76 0.50 -0.214
C -0.88 0.20 -0.71 -0.013
C -0.13 -0.71 0.31 -0.069
H -0.60 1.38 1.30 0.154
H -1.92 -0.09 -0.81 0.109
H -0.44 0.60 -1.63 0.123
H -0.60 -1.51 0.87 0.147
```

---

Question: maximum force of number 2 (C22H34CaN2O6P2S4Te)?
Answer: 0.017 Eh/bohr

---

Please write out number 4 again, unchanged.
Molecular formula: C4H4O2
Method: DFT, wB97M-V/def2-TZVPD

The gap between HOMO and LUMO comes out at 11.483 eV. The energy comes out at -305.232693 Ha. The maximum force is 0.016 Eh/bohr. As for the energy above the lowest of the compared OMol25 structures with the same formula, charge and spin: 1.273 eV. Its HOMO energy is -10.5678 eV. The value obtained for the lowest unoccupied orbital energy is 0.9154 eV.

Geometry as XYZ:
```
10
Properties=species:S:1:pos:R:3:lowdin_charge:R:1
O 2.32 -1.09 -0.06 0.153
C 1.32 -0.46 0.10 -0.444
O 1.17 0.92 0.14 0.053
C -0.24 0.76 0.50 -0.214
C -0.88 0.20 -0.71 -0.013
C -0.13 -0.71 0.31 -0.069
H -0.60 1.38 1.30 0.154
H -1.92 -0.09 -0.81 0.109
H -0.44 0.60 -1.63 0.123
H -0.60 -1.51 0.87 0.147
```